No. 1
Below is 13 unconnected molecules or ions with the total composition C83H65BNO25 in a non-equilibrium geometry, with properties calculated with wB97M-V/def2-TZVPD.

Results
calculated total energy: -140463.838 eV
charge: -1
HOMO-LUMO gap: 0.9562 eV
LUMO: -0.951 eV
E_HOMO: -1.91 eV

Last column: Mulliken charge in e.
CARTESIAN COORDINATES (ANGSTROEM)
H 7.253 6.087 1.159  0.4781
H -1.717 -0.181 1.907  0.3698
C -3.127 -9.008 -5.755  -0.4265
O -4.075 2.988 0.473  -0.5930
H -0.225 1.328 0.385  0.3009
H 7.771 1.883 3.262  0.3016
O -1.979 -8.036 -3.947  -0.4583
H -12.498 -1.348 7.712  0.3930
O 7.036 3.316 9.896  -0.5650
O 1.906 -7.386 -4.639  -0.6357
H -8.909 -3.419 6.345  0.4028
O -2.258 -6.104 -0.241  -0.5409
H -3.063 -8.076 -6.302  0.4282
C -9.338 -1.590 5.369  -0.3100
H -4.422 -5.436 1.023  0.4180
O -10.940 -3.408 7.960  -0.5427
C -9.438 1.386 -1.163  -0.2853
H 6.622 -6.040 -2.646  0.4173
H 5.117 4.961 1.763  0.6115
H 0.423 -1.662 -2.606  0.7996
H -1.656 4.727 1.017  0.7135
H -9.221 1.783 2.304  0.4806
C 0.737 -3.547 -6.056  -0.4353
H 3.394 -9.496 -4.357  0.4576
C -10.239 0.324 -1.213  -0.4599
C 0.416 -2.101 -6.036  0.2048
H 1.324 9.603 -2.695  0.4161
C -10.750 -0.312 0.024  0.3169
H 2.139 3.209 1.117  0.0417
H -9.055 1.864 -2.056  0.3608
H -12.075 0.469 6.066  0.4229
H 0.812 -4.013 -7.030  0.4771
H 5.240 9.957 1.237  0.4217
O -1.090 9.113 0.389  -0.6227
O 0.989 -4.202 -2.582  -0.3947
C 3.067 8.393 -3.241  0.4068
C -2.604 -4.948 -0.096  0.1506
C -4.220 2.944 -0.731  0.2398
C 0.150 5.255 -0.103  0.1249
C 2.383 2.134 0.863  -0.2554
C 0.496 -8.163 -2.925  -0.2444
C -3.719 -10.089 -6.258  -0.3597
C -1.506 6.828 0.785  -0.6644
C 1.669 -8.256 -3.824  0.5578
C 0.496 -2.126 -3.583  -0.4385
C 0.311 -1.443 -4.712  -0.5676
C 0.234 -9.114 -2.032  -0.6718
C -9.534 1.340 1.367  -0.2755
C 6.828 1.750 2.666  -0.6340
H 2.869 -0.704 0.683  0.1289
C -5.722 2.969 -2.669  -0.4829
C 5.191 6.035 1.639  -0.2622
C -2.590 -10.289 -3.638  -0.1375
H -5.137 -3.071 1.318  0.4480
O -3.777 -1.066 0.391  -0.5248
C 1.196 -0.018 3.964  -0.8302
C -10.249 -0.429 5.257  0.3674
H -0.756 -0.993 4.192  0.2941
N 3.438 -0.255 -0.049  -0.0883
H 6.098 -3.607 -2.756  0.4703
C -9.023 1.975 0.132  0.4990
H 2.901 -11.274 -2.689  0.4150
O -4.331 -12.340 -5.952  -0.5592
O 3.998 -2.574 -1.622  -0.7115
H 2.081 2.025 -0.212  0.2102
O 8.175 3.642 4.733  -0.4865
H -10.716 -0.199 2.209  0.3754
H 6.157 1.608 8.151  0.4275
C 5.466 -4.313 -2.231  -0.5158
H 6.007 2.187 3.293  0.0748
H -8.487 -1.602 4.699  0.4789
H 1.086 8.482 -0.874  0.4828
H 3.937 -1.037 -0.490  0.1970
C -10.735 -2.523 7.156  0.3562
H -10.552 -0.120 -2.150  0.4250
C 0.817 -3.570 -3.607  0.3314
H 3.103 8.833 1.841  0.4777
H 8.522 5.196 8.901  0.3914
C 3.615 10.487 -5.125  0.2893
H -6.697 3.020 -3.137  0.4411
H 9.055 5.352 6.476  0.4137
O 0.864 -11.173 -1.084  -0.6022
H 5.356 9.279 -5.671  0.3978
H 4.880 7.462 -4.039  0.4436
C -1.099 5.570 0.626  -0.4639
C -2.185 -2.563 -0.482  -0.1516
H 3.028 -6.707 -0.269  0.4437
H -4.170 -10.096 -7.242  0.4011
C 5.746 -5.615 -2.172  -0.4831
C -1.801 -3.829 -0.640  -0.0585
C 2.540 -9.446 -3.693  -0.3883
C 3.947 6.811 1.847  0.3596
H 7.409 -0.177 1.621  0.2718
H 0.076 -0.386 -4.716  0.5254
H -0.895 -4.097 -1.169  0.6348
C 8.435 4.563 6.882  -0.4813
H -0.126 -7.287 -3.035  0.6625
C 6.335 6.638 1.316  -0.4895
H 1.801 11.418 -4.327  0.4256
O -11.483 -1.280 -0.022  -0.5627
C -0.722 7.962 0.242  0.1403
H 4.275 -1.146 3.309  0.2349
C -3.058 2.819 -1.642  -0.1838
C 6.665 0.207 2.376  -0.5606
H -2.417 7.079 1.314  0.4489
B 5.189 -0.200 1.778  0.5599
C -3.848 -4.605 0.632  -0.3407
C -4.560 2.844 -3.579  0.3211
C -5.566 3.015 -1.347  -0.5355
C 0.116 0.940 1.369  -0.6440
C -10.335 0.278 1.316  -0.3267
H 3.040 1.066 3.436  0.5404
H 6.978 2.358 1.730  0.3140
C 1.103 -10.304 -1.900  0.3025
H -0.620 -9.062 -1.368  0.6469
H 4.428 2.787 0.491  0.0772
O 0.244 -1.479 -7.065  -0.5842
O 2.839 7.503 -2.442  -0.3322
O 4.567 -1.353 2.410  -0.6503
H 4.180 2.195 2.172  -0.0867
C 2.437 10.547 -4.229  -0.5242
C 1.481 1.277 1.815  0.3666
H 6.690 1.763 5.724  0.4483
H -2.377 2.683 -3.643  0.5105
C 4.531 0.590 0.566  -0.9906
H 6.861 -0.333 3.347  0.1308
C 6.411 8.107 1.153  0.3351
C 3.925 1.969 1.106  0.0492
C 2.017 0.823 3.080  0.0945
C 0.932 6.385 -0.646  -0.1691
C 4.244 8.334 -4.136  -0.5046
C 3.384 -4.701 -0.852  -0.0577
C -0.693 0.108 2.248  -0.3019
H -1.611 -1.732 -0.873  0.4507
C 0.527 7.643 -0.485  -0.3454
H 1.840 6.133 -1.172  0.8122
H -2.081 2.768 -1.173  0.6843
C -3.792 -11.354 -5.491  0.3325
C 4.499 9.306 -5.010  -0.3570
C -3.428 -2.220 0.245  0.1018
C 7.062 2.480 6.446  -0.0422
C 7.914 3.569 5.914  0.4115
C 5.166 8.883 1.361  -0.5120
C 4.864 -6.560 -1.449  0.3355
C 2.276 -10.397 -2.800  -0.5077
C -3.183 -11.370 -4.142  -0.5151
C -2.517 -9.024 -4.405  0.4222
C -3.216 2.774 -2.963  -0.6086
O 0.525 4.112 -0.253  -0.4799
C -9.564 -2.562 6.250  -0.3552
C -4.231 -3.340 0.789  -0.5676
C 4.262 -3.758 -1.573  0.3243
O 2.905 6.262 2.139  -0.5655
C 6.777 2.397 7.744  -0.4365
H -6.406 3.105 -0.668  0.7945
C 3.662 -6.003 -0.793  -0.3673
C -11.420 -0.388 6.162  -0.3759
H 1.158 -5.284 -4.915  0.4979
H -3.246 -12.302 -3.594  0.4318
H 2.509 -4.275 -0.379  0.4836
H -2.140 -10.284 -2.654  0.3891
H 1.643 -0.360 4.921  0.3597
C -11.647 -1.361 7.043  -0.3420
O 5.119 -7.751 -1.400  -0.6299
O 3.845 11.374 -5.923  -0.5632
O -10.045 0.458 4.451  -0.4905
C 7.298 3.390 8.711  0.2987
C 4.022 8.282 1.684  -0.3043
O -4.706 2.801 -4.785  -0.5766
O 7.455 8.658 0.860  -0.5904
C -0.146 -0.355 3.514  -0.5028
O -8.290 2.943 0.177  -0.5843
C 8.150 4.480 8.180  -0.4015
C 2.181 9.575 -3.355  -0.1074
C 0.923 -4.227 -4.926  -0.3435



No. 2
Below is 3 unconnected molecules or ions with the total composition C20H38BrN3O4 in a non-equilibrium geometry, with properties calculated with wB97M-V/def2-TZVPD.

Results
calculated total energy: -104058.000 eV
SMILES: [H]/N=C(/N)NCCCC[C@H]1OC(=O)C[C@H]1C[C@@H](C)Br.C1CCOC1.C1CCOC1
HOMO-LUMO gap: 9.6769 eV
LUMO: 0.437 eV
energy relative to the best compared isomer or geometry (same formula, charge and spin): 14.2 kcal per mole
E_HOMO: -9.24 eV

Last column: Mulliken charge in e.
CARTESIAN COORDINATES (ANGSTROEM)
H 0.955 -1.035 -3.234  0.3244
C -0.990 0.473 -5.892  -0.1551
O -1.180 -0.946 -5.946  -0.4170
H -0.755 0.142 0.336  -1.1461
H 0.052 0.709 -6.109  0.3223
H 0.451 -0.157 2.772  0.0790
C 2.140 -2.309 0.410  0.4918
C 0.423 0.877 -2.421  0.3504
O -1.849 0.029 3.865  -0.3364
H -2.951 -1.989 -6.165  0.2701
H 2.723 -1.630 1.007  0.0680
N 3.927 3.113 3.353  -0.7552
C -1.953 1.078 -6.900  -0.5570
N 5.672 1.652 3.071  -0.6169
C 0.388 -1.061 -1.056  0.1477
C -3.102 0.078 -6.872  -0.5446
C 0.883 0.815 3.000  0.4221
H -2.177 0.027 1.825  -0.0940
H 0.100 -2.281 1.225  0.1872
H -2.640 1.511 2.678  0.2554
C 1.255 0.900 0.482  0.3470
H 1.946 -2.397 -1.734  0.8387
C -4.035 -0.130 2.963  -0.6083
H 2.423 1.244 4.431  0.4722
H 1.369 2.580 1.845  0.2745
H -3.741 0.268 -6.006  0.2552
C -2.635 0.417 2.733  -0.0890
H -1.497 1.094 -7.893  0.2764
H 6.099 2.155 2.296  0.2870
H 2.446 -0.399 3.876  0.3377
H -3.726 0.097 -7.765  0.3494
C 0.978 -2.916 1.183  -1.4237
H -4.100 -1.161 2.607  0.2820
N 3.414 0.961 2.594  -0.1480
H -1.218 0.809 -4.875  0.0384
H 1.907 0.113 0.846  -0.5301
H 0.276 1.253 3.779  0.5295
H 0.769 -3.913 0.820  0.4781
H -4.883 -0.777 4.888  0.3665
H -2.591 -1.554 4.949  0.2927
H -2.059 -1.657 -7.662  0.2639
O -0.294 1.221 -1.312  -0.4911
H -2.248 2.095 -6.646  0.3305
H 1.862 1.513 -0.177  0.3552
C 2.322 0.628 3.545  -1.4228
C -2.362 -1.240 -6.695  -0.4195
H -4.372 0.913 4.819  0.2600
H -0.403 -1.747 -0.782  0.9226
C 0.112 0.272 -0.297  1.7659
O 1.045 1.596 -3.068  -0.5501
C 1.783 -1.673 -0.951  -1.7180
H 3.927 0.104 2.433  0.2109
Br 3.400 -3.800 0.032  -0.1344
C -4.134 -0.098 4.482  -0.6084
C 4.300 1.974 3.032  0.4769
H 1.308 -3.047 2.211  0.4384
H 2.505 -0.877 -1.132  0.4059
H -0.249 1.940 1.588  0.5610
C 0.794 1.667 1.730  -1.6067
H -0.809 -0.727 -2.835  0.3592
H -2.428 -0.034 5.850  0.3071
C 0.229 -0.633 -2.545  -1.0705
H 5.799 0.674 2.828  0.2793
C -2.717 -0.468 4.892  -0.5685
H 2.923 3.213 3.238  0.3477
H -4.806 0.452 2.459  0.3834



No. 3
Below is a molecular structure, C18H45AlN3O6 in a non-equilibrium geometry, with properties calculated with wB97M-V/def2-TZVPD.

Results
calculated total energy: -42716.237 eV
charge: +3
HOMO-LUMO gap: 5.2405 eV
LUMO: -12.981 eV
energy relative to the best compared isomer or geometry (same formula, charge and spin): 0.0 kcal per mole
E_HOMO: -18.22 eV

Last column: Mulliken charge in e.
CARTESIAN COORDINATES (ANGSTROEM)
C -2.917 2.640 -0.519  -1.3965
H -0.450 -2.053 4.299  0.4555
C 2.108 -0.647 -3.276  -0.7626
H -3.134 4.493 1.370  0.2923
C 3.318 -2.604 -1.275  -0.5691
H -0.137 2.216 3.640  0.4688
N 0.122 1.770 1.593  0.5376
H -0.268 -0.523 -4.279  0.4383
H -2.052 -1.858 3.401  0.3492
O -1.274 -2.192 0.143  0.2481
H 4.148 -0.781 -3.040  0.4975
Al 0.753 -0.445 0.042  1.7121
H 2.286 -0.077 -4.193  0.4798
C 1.005 2.904 1.304  -1.0185
H 2.515 -3.066 -1.853  0.2517
H -1.897 -4.046 -0.550  0.4142
H -2.138 -0.310 -1.726  0.3176
H 3.853 -2.660 0.817  0.4663
H -0.765 -2.938 2.874  0.2040
C -0.755 0.319 3.324  -0.6321
H -2.871 3.301 2.724  0.2998
H -3.768 -0.017 -0.240  0.6081
H -1.781 0.659 3.131  0.3217
H -0.728 0.146 4.405  0.6078
C 1.621 -3.719 1.776  -0.6565
C -0.094 0.206 -3.484  -0.6222
H -3.968 2.328 -0.583  0.5462
H -1.050 0.334 -2.986  -0.4530
C -1.217 -3.639 0.193  -1.0696
C 1.521 2.764 -2.273  -0.7004
C -0.972 -1.990 3.343  -1.0258
H -2.801 3.655 -0.905  0.5335
H 2.454 -3.608 2.467  0.4169
H 2.005 1.992 -2.860  0.0002
O -0.412 -0.869 2.637  0.0310
C -2.740 -0.283 0.037  -0.5149
H -3.342 -2.203 0.651  0.4146
H 1.268 1.206 3.304  0.4159
C 0.957 3.396 -0.113  -0.5632
H -0.194 -3.969 0.074  0.1678
H -0.831 2.169 1.554  -0.3070
H 3.400 -4.166 0.171  0.5326
H -4.290 3.147 1.732  0.3183
H 2.156 3.649 -2.349  0.4451
H 3.584 0.602 -2.171  0.3895
H 1.479 -4.747 1.434  0.4264
H 0.558 2.991 -2.739  0.2342
H 1.568 4.294 -0.230  0.5665
H 0.694 -3.422 2.239  -0.2807
H -2.924 -2.155 -1.051  0.6616
C 3.318 -0.427 -2.408  -0.8624
C -2.626 -1.783 -0.063  -1.1820
C 3.122 -3.109 0.131  -1.0079
C 0.241 1.400 3.004  -0.9627
O 1.798 -2.878 0.607  0.1563
H 1.958 -1.696 -3.537  0.4864
H 2.043 2.669 1.558  0.4633
H 0.178 1.140 -3.980  0.4667
O -2.508 2.608 0.823  -0.1747
C -2.231 1.630 -1.478  0.0506
H -1.510 -3.918 1.205  0.4093
N -1.822 0.292 -0.959  0.0220
O 0.955 -0.142 -2.584  0.1224
H -1.335 2.127 -1.868  -0.3699
H 0.750 3.709 2.007  0.5165
H -2.890 1.578 -2.349  0.4891
H -2.651 0.075 1.058  -0.0335
N 3.222 -1.170 -1.158  -0.1220
H -0.053 3.726 -0.391  0.2489
O 1.379 2.309 -0.932  -0.1153
H 4.053 -0.846 -0.659  0.2803
H 4.251 -2.951 -1.725  0.4953
C -3.244 3.465 1.714  -0.8752